(1)
This record from the OMol25 dataset describes a molecular structure, C22H41BrIrNOP3. The level of theory is ωB97M-V with the def2-TZVPD basis set.

Geometry (Å):
Ir  0.38  0.04  1.21
P  2.16  0.82  2.50
P  -0.52  1.79  0.01
P  1.76  -0.48  -0.51
H  -1.43  -2.02  1.14
C  -0.36  -1.99  0.93
C  0.59  -2.00  2.01
H  0.21  -2.11  3.04
C  1.89  1.07  4.29
C  2.73  2.45  1.91
C  3.59  -0.33  2.57
C  -1.86  1.00  -0.97
C  -1.44  3.17  0.81
C  0.53  2.77  -1.15
C  2.62  -2.11  -0.37
C  3.20  0.58  -0.96
C  0.83  -0.75  -2.09
H  -0.09  -2.47  -0.02
H  1.59  -2.41  1.86
H  1.38  0.20  4.72
H  1.28  1.96  4.48
H  2.86  1.20  4.79
H  1.89  3.14  1.87
H  3.18  2.38  0.91
H  3.48  2.84  2.60
H  3.25  -1.30  2.95
H  4.33  0.08  3.27
H  4.08  -0.48  1.60
H  -2.40  1.77  -1.54
H  -2.56  0.52  -0.27
H  -1.48  0.24  -1.66
H  -1.89  3.80  0.04
H  -0.76  3.79  1.41
H  -2.23  2.78  1.46
H  -0.06  3.62  -1.53
H  0.88  2.19  -2.01
H  1.39  3.18  -0.61
H  3.19  -2.27  -1.30
H  1.90  -2.93  -0.26
H  3.31  -2.13  0.47
H  3.67  0.15  -1.86
H  3.96  0.59  -0.16
H  2.91  1.61  -1.19
H  1.49  -1.26  -2.81
H  0.48  0.18  -2.54
H  -0.03  -1.41  -1.91
C  -2.11  -0.99  -5.48
C  -3.21  -1.39  -6.27
C  -3.48  -2.75  -6.40
C  -2.63  -3.71  -5.81
C  -1.47  -3.29  -5.13
C  -1.18  -1.93  -5.01
O  -1.94  0.29  -5.06
H  -2.67  0.84  -5.40
H  -3.85  -0.63  -6.72
H  -4.35  -3.09  -6.96
H  -2.87  -4.77  -5.88
H  -0.79  -4.03  -4.69
H  -0.28  -1.57  -4.51
Br  -3.55  -2.05  5.16
C  -2.66  -0.51  4.49
C  -2.79  0.72  5.12
C  -2.03  1.77  4.60
C  -1.18  1.55  3.52
N  -1.08  0.37  2.87
C  -1.86  -0.64  3.35
H  -3.46  0.83  5.97
H  -2.07  2.77  5.03
H  -0.55  2.37  3.16
H  -1.82  -1.61  2.87

ΔE to the lowest compared entry with this formula, charge and spin = 0.0 kcal/mol
E_tot = -127721.192 eV
LUMO energy (alpha / beta) = -0.387 / -0.559 Eh
strongest force on any atom = 3.587 eV/A
⟨S²⟩ = 8.810
spin multiplicity = 6
charge = +4

Atomic partial charges in e from the Mulliken method, atoms 1 to 2:
1. Ir 1.180
2. P 0.727



(2)
This record from the OMol25 dataset describes a molecular structure, C22H41Cl10N3. The level of theory is ωB97M-V with the def2-TZVPD basis set.

Geometry (Å):
C  -3.53  -0.58  -0.98
C  -3.16  -0.46  0.46
C  -4.26  0.18  1.30
C  -5.61  -0.44  1.39
N  -6.62  -1.02  1.35
H  -2.75  -1.14  -1.50
H  -3.37  0.37  -1.49
H  -4.54  -0.94  -1.18
H  -2.31  0.20  0.56
H  -2.95  -1.47  0.83
H  -4.33  1.16  0.83
H  -3.78  0.32  2.27
C  4.02  -0.45  -1.09
C  4.92  0.50  -1.85
C  4.35  0.98  -3.21
C  2.82  0.99  -3.30
N  1.65  1.04  -3.39
H  4.44  -0.82  -0.16
H  3.92  -1.24  -1.84
H  3.03  -0.02  -0.98
H  5.91  0.05  -1.91
H  4.93  1.44  -1.30
H  4.66  0.26  -3.98
H  4.68  1.99  -3.43
C  0.94  0.42  0.47
C  0.90  -0.16  -0.92
C  -0.46  -0.89  -1.39
C  -0.71  -2.14  -0.69
N  -0.93  -3.14  -0.10
H  1.90  0.92  0.61
H  0.73  -0.33  1.22
H  0.20  1.20  0.65
H  1.77  -0.80  -1.07
H  1.06  0.72  -1.54
H  -0.34  -1.30  -2.39
H  -1.29  -0.18  -1.47
Cl  3.25  4.25  3.60
C  1.91  3.31  2.92
C  2.39  1.89  2.52
Cl  3.80  1.93  1.43
H  1.43  3.72  2.04
H  1.14  3.25  3.68
H  1.57  1.34  2.07
H  2.67  1.42  3.46
Cl  -3.78  4.47  0.50
C  -2.68  3.72  -0.63
C  -2.02  2.46  -0.05
Cl  -1.48  1.46  -1.46
H  -1.88  4.38  -0.96
H  -3.31  3.53  -1.49
H  -2.71  1.84  0.52
H  -1.23  2.67  0.67
Cl  -1.66  -3.67  3.74
C  -0.09  -4.14  2.91
C  0.63  -3.02  2.13
Cl  2.14  -3.70  1.46
H  -0.35  -5.03  2.33
H  0.60  -4.49  3.68
H  0.86  -2.15  2.75
H  0.11  -2.56  1.29
Cl  -1.62  -0.70  -3.73
C  0.01  -0.36  -4.38
C  0.39  -0.84  -5.84
Cl  2.11  -0.51  -6.28
H  0.73  -0.53  -3.57
H  0.05  0.73  -4.43
H  -0.21  -0.45  -6.67
H  0.44  -1.90  -6.08
Cl  -2.80  -0.38  4.81
C  -1.54  -1.43  4.32
C  -0.53  -0.64  3.53
Cl  -0.95  -0.51  1.77
H  -2.10  -2.25  3.86
H  -1.20  -1.84  5.27
H  0.52  -0.90  3.66
H  -0.52  0.39  3.88

ΔE to the lowest compared entry with this formula, charge and spin = 324.7 kcal/mol
E_tot = -153160.821 eV
LUMO energy = 0.004 Eh
strongest force on any atom = 9.336 eV/A
charge = 0

Atomic partial charges in e from the Mulliken method, atoms 1 to 2:
1. C -1.328
2. C 1.526